Here is a cluster of 4 separate species, C18H34NO9 in total at a distorted geometry from the OMol25 dataset. Energies are from wB97M-V/def2-TZVPD.

Positions of all 62 atoms, in Å:
C  -5.028  -0.830  2.147
C  -4.857  0.833  2.170
O  -5.850  1.629  2.577
O  -3.567  1.355  1.665
C  -3.407  1.078  0.226
O  -2.149  0.836  -0.226
C  -4.594  1.073  -0.905
C  -4.324  0.025  -2.135
C  -4.398  -1.546  -1.664
N  -3.016  -2.232  -1.607
H  -4.190  -1.356  1.509
H  -6.056  -1.032  1.581
H  -5.097  -1.202  3.256
H  -4.623  2.163  -1.390
H  -5.672  0.867  -0.498
H  -5.271  0.158  -2.850
H  -4.975  -2.123  -2.534
H  -5.034  -1.735  -0.687
H  -2.727  -2.136  -0.608
H  -2.378  -1.642  -2.211
O  -2.292  -2.857  1.434
C  -1.079  -2.799  1.613
O  -0.241  -2.595  0.569
C  1.169  -2.331  0.691
C  1.954  -3.623  0.803
C  -0.493  -3.044  2.973
H  1.371  -1.642  1.517
H  1.466  -1.809  -0.225
H  1.679  -4.186  1.698
H  3.029  -3.419  0.839
H  1.748  -4.271  -0.055
H  -0.402  -4.122  3.136
H  -1.170  -2.621  3.722
H  0.471  -2.566  3.131
O  4.310  -2.744  -0.590
C  5.329  -2.140  -0.266
O  6.547  -2.699  -0.459
C  7.800  -2.011  -0.287
C  8.242  -2.045  1.163
C  5.244  -0.814  0.431
H  7.749  -0.994  -0.689
H  8.533  -2.548  -0.897
H  7.529  -1.532  1.814
H  9.220  -1.570  1.279
H  8.308  -3.078  1.518
H  5.080  -0.979  1.499
H  4.396  -0.259  0.016
H  6.119  -0.183  0.287
O  1.007  7.026  -1.918
C  0.028  6.302  -1.762
O  0.169  5.067  -1.225
C  -0.923  4.216  -0.832
C  -1.439  3.418  -2.013
C  -1.326  6.729  -2.245
H  -1.711  4.790  -0.334
H  -0.523  3.526  -0.081
H  -1.836  4.068  -2.797
H  -2.232  2.732  -1.698
H  -0.629  2.836  -2.465
H  -1.413  6.509  -3.312
H  -1.424  7.809  -2.090
H  -2.152  6.270  -1.706

Computed properties:
Highest occupied orbital energy in eV: -1.887
HOMO-LUMO gap in hartree: 0.137
Electronic energy in eV: -39129.5845
E_LUMO in eV: 1.85
Charge: -1
Largest force on an atom in Eh/bohr: 0.1733